Computed, not measured: a cluster of 6 separate species, C45H96BF4N5O2 in total at a distorted geometry, with the ωB97M-V functional and the def2-TZVPD basis.

Atoms and positions in Å:
C 1.330 3.705 1.591
C 2.236 4.736 0.921
C 2.516 4.374 -0.598
C 1.207 4.284 -1.479
N 1.571 4.055 -2.938
C 2.414 2.791 -3.031
C 2.090 2.183 -4.468
C 0.595 2.436 -4.608
C 0.269 3.599 -3.686
C 2.160 5.224 -3.756
H 1.733 2.703 1.442
H 0.379 3.770 1.061
H 1.185 3.880 2.657
H 3.157 4.803 1.499
H 1.806 5.737 0.951
H 2.985 3.395 -0.508
H 3.222 5.086 -1.026
H 0.578 5.173 -1.423
H 0.666 3.448 -1.035
H 3.429 2.973 -2.679
H 1.987 2.156 -2.255
H 2.668 2.827 -5.131
H 2.329 1.131 -4.627
H 0.307 2.677 -5.631
H -0.011 1.588 -4.292
H -0.161 4.409 -4.275
H -0.464 3.261 -2.954
H 2.944 5.593 -3.096
H 1.375 5.977 -3.829
H 2.558 4.845 -4.698
C 0.247 0.132 3.900
C 1.200 -1.132 4.197
C 2.719 -1.038 4.013
C 3.058 -0.605 2.564
N 4.465 0.176 2.475
C 5.246 -0.279 1.227
C 6.055 -1.532 1.650
C 6.228 -1.512 3.154
C 5.564 -0.136 3.503
C 4.219 1.696 2.393
H 0.542 0.863 4.652
H -0.805 0.063 4.178
H 0.280 0.644 2.938
H 0.853 -2.016 3.664
H 1.058 -1.410 5.242
H 3.127 -2.014 4.277
H 2.997 -0.305 4.771
H 2.323 0.055 2.102
H 3.079 -1.400 1.818
H 5.922 0.539 0.976
H 4.635 -0.321 0.325
H 6.934 -1.781 1.056
H 5.369 -2.361 1.478
H 7.296 -1.476 3.368
H 5.730 -2.359 3.627
H 6.253 0.706 3.436
H 5.265 -0.122 4.552
H 3.567 1.859 3.251
H 3.669 1.967 1.491
H 5.108 2.284 2.622
C -8.022 -2.046 1.045
C -6.642 -1.768 1.622
C -5.465 -1.959 0.632
C -4.089 -2.305 1.274
N -2.905 -2.777 0.351
C -3.143 -4.166 -0.216
C -1.807 -4.831 -0.460
C -0.813 -4.074 0.499
C -1.711 -3.108 1.267
C -2.576 -1.712 -0.720
H -8.812 -1.841 1.767
H -8.128 -3.053 0.639
H -8.361 -1.369 0.261
H -6.504 -2.489 2.428
H -6.610 -0.782 2.086
H -5.482 -1.120 -0.065
H -5.823 -2.728 -0.053
H -4.270 -3.212 1.852
H -3.748 -1.487 1.908
H -3.791 -4.045 -1.085
H -3.761 -4.729 0.484
H -1.403 -4.885 -1.471
H -1.805 -5.893 -0.215
H -0.033 -3.555 -0.057
H -0.302 -4.766 1.169
H -1.323 -2.104 1.444
H -2.152 -3.505 2.181
H -3.406 -1.538 -1.404
H -1.730 -2.125 -1.269
H -2.138 -0.866 -0.190
C -7.006 2.500 0.124
C -6.181 3.691 -0.306
C -6.557 4.865 0.640
C -5.784 4.819 1.971
C -4.224 4.720 1.774
C -3.806 3.496 0.973
N -4.678 3.360 -0.270
O -4.378 2.255 -1.106
C -3.841 2.236 1.866
C -2.378 3.702 0.502
C -6.515 4.157 -1.762
H -6.730 2.252 1.149
H -6.734 1.638 -0.485
H -8.074 2.715 0.155
H -7.633 4.906 0.807
H -6.255 5.807 0.182
H -6.210 3.954 2.478
H -5.997 5.699 2.579
H -3.752 4.843 2.748
H -3.766 5.523 1.196
H -3.141 2.250 2.701
H -3.526 1.371 1.282
H -4.773 1.922 2.336
H -1.933 2.786 0.112
H -1.786 3.931 1.388
H -2.180 4.578 -0.116
H -6.526 3.410 -2.557
H -5.830 4.915 -2.141
H -7.543 4.501 -1.874
C 3.320 -1.701 -3.061
C 3.711 -2.988 -2.232
C 2.919 -2.871 -0.909
C 2.857 -4.098 -0.026
C 2.402 -5.373 -0.792
C 3.101 -5.614 -2.150
N 3.293 -4.289 -2.928
O 3.682 -4.397 -4.259
C 2.181 -6.481 -3.086
C 4.384 -6.382 -1.877
C 5.266 -3.021 -2.032
H 2.295 -1.822 -3.411
H 3.947 -1.494 -3.928
H 3.194 -0.848 -2.394
H 1.947 -2.467 -1.192
H 3.193 -2.039 -0.261
H 2.248 -3.841 0.841
H 3.827 -4.368 0.390
H 1.313 -5.405 -0.841
H 2.594 -6.185 -0.090
H 2.626 -6.713 -4.053
H 1.242 -5.935 -3.169
H 1.820 -7.457 -2.762
H 4.294 -7.247 -1.220
H 5.214 -5.874 -1.386
H 4.734 -6.725 -2.851
H 5.588 -2.074 -1.599
H 5.933 -3.197 -2.876
H 5.539 -3.839 -1.365
B 0.868 0.171 -0.719
F 0.836 -0.726 0.355
F 0.813 -0.553 -1.866
F -0.059 1.186 -0.695
F 2.109 0.695 -0.608

Computed properties:
2S+1: 2
Kohn-Sham gap (alpha / beta): 3.13 / 3.98 eV
Highest occupied orbital energy (alpha / beta): -13.6517 / -14.4967 eV
Charge: +3
Largest force on an atom: 9.22 eV Å⁻¹

---

Computed, not measured: a cluster of 2 separate species, C31H32BF3O3 in total at a distorted geometry, with the ωB97M-V functional and the def2-TZVPD basis.

Atoms and positions in Å:
C -2.913 -2.213 1.106
C -2.553 -0.734 0.924
C -3.267 0.150 1.922
O -1.146 -0.664 1.288
B -0.537 -0.665 0.058
C 0.870 -1.184 -0.292
C 1.509 -1.913 0.874
C 2.895 -1.795 1.085
C 3.509 -2.463 2.148
C 2.787 -3.367 2.919
C 1.414 -3.527 2.690
C 0.773 -2.759 1.711
C 0.518 -2.090 -1.470
C 0.313 -1.494 -2.731
C -0.246 -2.237 -3.762
C -0.603 -3.575 -3.566
C -0.332 -4.190 -2.352
C 0.266 -3.466 -1.319
O -1.221 -0.056 -0.966
C -2.612 -0.199 -0.598
C -3.206 -1.168 -1.611
C -3.203 1.181 -0.796
H -3.980 -2.390 0.964
H -2.340 -2.863 0.432
H -2.658 -2.523 2.127
H -4.351 0.076 1.776
H -3.017 -0.160 2.943
H -2.932 1.190 1.805
H 1.521 -0.383 -0.615
H 3.456 -1.114 0.453
H 4.561 -2.264 2.337
H 3.271 -3.917 3.711
H 0.824 -4.230 3.274
H -0.317 -2.806 1.592
H 0.546 -0.441 -2.875
H -0.424 -1.756 -4.717
H -1.111 -4.123 -4.356
H -0.648 -5.217 -2.169
H 0.448 -3.975 -0.380
H -4.278 -1.310 -1.423
H -3.079 -0.748 -2.616
H -2.699 -2.145 -1.597
H -4.285 1.203 -0.605
H -2.687 1.906 -0.161
H -3.017 1.488 -1.834
C -1.587 5.596 -0.992
C -1.247 4.552 -0.045
C -1.298 4.467 1.331
C -0.626 3.261 1.690
C -0.087 2.733 0.523
C 1.039 1.916 0.290
C 1.779 1.388 1.381
C 3.163 1.438 1.316
C 3.789 1.793 0.118
C 5.286 2.031 0.054
F 5.856 1.507 -1.075
F 5.589 3.371 0.045
F 5.949 1.486 1.114
C 3.041 1.936 -1.056
C 1.663 1.936 -0.996
O -0.530 3.493 -0.542
H -2.118 6.404 -0.474
H -0.685 6.009 -1.461
H -2.242 5.226 -1.788
H -1.699 5.220 2.010
H -0.522 2.838 2.684
H 1.270 1.007 2.277
H 3.771 1.220 2.193
H 3.549 2.093 -2.004
H 1.078 2.009 -1.918

Computed properties:
Kohn-Sham gap: 7.60 eV
SMILES: CC1(C)OB(C(c2ccccc2)c2ccccc2)OC1(C)C.Cc1ccc(-c2ccc(C(F)(F)F)cc2)o1
Highest occupied orbital energy: -7.7717 eV
ΔE to the lowest compared entry with this formula, charge and spin: 76.9 kJ/mol
Charge: 0
Largest force on an atom: 2.93 eV Å⁻¹

---

Computed, not measured: an isolated molecule of C24H27ClN4O2S, with the ωB97M-V functional and the def2-TZVPD basis.

Atoms and positions in Å:
O 3.110 0.215 -1.832
S 3.931 0.597 -0.720
O 4.646 1.838 -0.770
N 3.050 0.578 0.706
C 1.692 0.084 0.653
C 0.727 0.959 -0.190
C 1.173 2.392 -0.059
C 1.808 3.053 -1.103
C 2.267 4.345 -0.899
C 2.074 4.924 0.345
N 1.463 4.308 1.344
C 1.027 3.078 1.145
N -0.645 0.802 0.286
C -1.559 1.669 -0.442
C -2.957 1.571 0.157
N -3.434 0.209 0.048
C -4.805 0.057 0.502
C -5.350 -1.296 0.130
C -5.122 -1.803 -1.144
C -5.619 -3.040 -1.507
C -6.359 -3.785 -0.602
C -6.593 -3.286 0.667
C -6.087 -2.049 1.032
C -2.528 -0.667 0.763
C -1.128 -0.564 0.168
C 5.084 -0.729 -0.385
C 4.807 -2.002 -0.842
C 5.674 -3.040 -0.545
C 6.809 -2.776 0.209
Cl 7.893 -4.061 0.584
C 7.090 -1.493 0.664
C 6.215 -0.465 0.363
H 3.132 1.473 1.165
H 1.753 -0.920 0.233
H 1.318 0.029 1.678
H 0.822 0.658 -1.248
H 1.949 2.558 -2.052
H 2.769 4.883 -1.687
H 2.421 5.926 0.560
H 0.524 2.610 1.981
H -1.606 1.387 -1.509
H -1.209 2.700 -0.370
H -2.920 1.907 1.208
H -3.633 2.229 -0.395
H -4.898 0.214 1.592
H -5.404 0.827 0.003
H -4.540 -1.216 -1.838
H -5.434 -3.426 -2.499
H -6.750 -4.751 -0.885
H -7.167 -3.862 1.378
H -6.269 -1.666 2.027
H -2.481 -0.403 1.835
H -2.889 -1.694 0.672
H -1.161 -0.885 -0.887
H -0.466 -1.235 0.717
H 3.923 -2.162 -1.438
H 5.479 -4.041 -0.894
H 7.981 -1.310 1.243
H 6.401 0.547 0.686

Computed properties:
Kohn-Sham gap: 9.31 eV
SMILES: O=S(=O)(NC[C@H](c1cccnc1)N1CCN(Cc2ccccc2)CC1)c1ccc(Cl)cc1
Highest occupied orbital energy: -8.8411 eV
ΔE to the lowest compared entry with this formula, charge and spin: 292.5 kJ/mol
Charge: 0
Largest force on an atom: 0.90 eV Å⁻¹

---

Computed, not measured: the ion CH6NOSi with charge -1 at a distorted geometry, with the ωB97M-V functional and the def2-TZVPD basis.

Atoms and positions in Å:
C 0.328 -0.780 -0.894
N 0.777 1.134 1.339
O -0.445 0.515 1.776
Si -0.526 0.586 0.109
H 0.220 -1.584 -0.155
H -0.378 -0.834 -1.798
H 1.382 -0.631 -1.348
H 1.442 0.122 1.701
H -0.922 1.660 -0.732
H -1.878 -0.187 0.001

Computed properties:
Kohn-Sham gap: 7.17 eV
Highest occupied orbital energy: -2.6036 eV
ΔE to the lowest compared entry with this formula, charge and spin: 294.4 kJ/mol
Charge: -1
Largest force on an atom: 5.24 eV Å⁻¹

---

Which of these has the highest largest force on an atom? C45H96BF4N5O2